[1]
Below is a structure of composition C44H64BBrGaN2O2, with properties calculated with ωB97M-V/def2-TZVPD.

Values from the calculation:
Largest force on an atom: 0.0208 hartree/bohr
Orbital gap: 6.54 eV
E: -6498.681492 a.u.
Total charge: -1

Each line ends with the Mulliken charge.
Element x y z (Å)
C 4.920 1.193 4.792  -1.5677
C 3.438 1.507 4.955  0.1184
Br 2.520 -0.237 5.074  -0.2000
C 2.922 2.430 3.868  -0.9548
Ga 0.953 2.252 3.271  -1.0277
C 0.774 0.592 2.074  0.1798
C 2.022 0.378 1.188  -1.0231
C 1.971 1.187 -0.093  0.3248
C 0.983 0.644 -1.123  -0.2426
O 1.005 -0.766 -1.267  -0.6214
C 0.398 3.919 2.149  -0.7580
C -1.097 4.232 2.102  -1.0326
C -1.959 3.179 1.374  0.1298
C -2.931 2.418 2.285  -0.7863
C -2.814 0.914 2.260  0.0819
N -4.021 0.306 2.926  -0.6090
B -0.332 2.232 4.975  0.7173
O -1.263 1.214 5.159  -0.7827
N -0.375 3.242 6.072  -0.2888
C 0.128 4.552 5.691  -0.8384
C 0.452 2.718 7.181  -1.0125
H 5.212 0.387 5.459  0.4260
H 5.101 0.832 3.785  0.3932
H 5.516 2.071 5.016  0.3468
H 3.330 1.964 5.928  0.2431
H 3.595 2.350 3.015  0.6226
H 3.039 3.436 4.268  0.4779
H -0.074 0.633 1.390  0.0607
H 0.654 -0.322 2.650  0.6036
H 2.080 -0.678 0.913  0.2801
H 2.942 0.591 1.725  0.0387
H 2.964 1.175 -0.547  0.4362
H 1.721 2.231 0.084  -0.1553
H -0.020 1.011 -0.895  0.0700
H 1.250 1.060 -2.090  -0.0730
H 0.537 -1.146 -0.504  0.3752
H 0.933 4.763 2.587  0.4544
H 0.745 3.848 1.116  0.5417
H -1.232 5.185 1.583  0.3843
H -1.526 4.381 3.092  0.2791
H -1.318 2.514 0.801  -0.4261
H -2.565 3.715 0.647  0.4897
H -2.847 2.723 3.325  0.3998
H -3.953 2.639 1.975  0.3584
H -1.938 0.593 2.803  -0.1610
H -2.789 0.543 1.238  0.3032
H -3.687 -0.407 3.565  0.2531
H -4.403 1.039 3.516  0.2455
H -1.891 1.566 5.821  0.2762
H 0.153 5.185 6.581  0.3257
H 1.149 4.526 5.295  0.1532
H -0.518 5.046 4.976  0.2373
H 1.503 2.963 7.015  0.2177
H 0.353 1.639 7.253  0.3254
H 0.114 3.157 8.118  0.3071
C -2.038 2.504 -5.786  -0.3204
C -1.063 2.997 -6.643  -0.4962
C 0.213 2.450 -6.628  -0.2807
C 0.511 1.406 -5.765  -0.5410
C -0.462 0.918 -4.904  -0.1174
C -1.736 1.469 -4.911  -0.5645
H -3.031 2.935 -5.791  0.3637
H -1.294 3.813 -7.315  0.3668
H 0.979 2.844 -7.284  0.3311
H 1.507 0.981 -5.752  0.3744
H -0.223 0.112 -4.221  0.4452
H -2.491 1.095 -4.232  0.4178
C -5.284 -1.894 -0.122  -0.4914
C -6.035 -0.832 0.361  -0.0340
C -7.282 -0.563 -0.190  -0.5389
C -7.779 -1.358 -1.215  -0.3151
C -7.026 -2.421 -1.695  -0.3929
C -5.777 -2.687 -1.150  -0.4680
H -4.311 -2.101 0.305  0.4228
H -5.642 -0.220 1.165  0.3775
H -7.867 0.268 0.182  0.3622
H -8.753 -1.149 -1.640  0.3507
H -7.413 -3.042 -2.493  0.3474
H -5.187 -3.514 -1.527  0.3633
C 2.643 -3.532 -1.325  -0.0988
C 3.850 -3.498 -0.639  -0.6792
C 4.641 -4.637 -0.563  -0.3022
C 4.229 -5.811 -1.178  -0.5480
C 3.024 -5.848 -1.865  0.0551
C 2.231 -4.710 -1.936  -0.6532
H 2.029 -2.643 -1.380  0.5247
H 4.170 -2.580 -0.162  0.4236
H 5.578 -4.609 -0.021  0.3697
H 4.847 -6.699 -1.119  0.3481
H 2.703 -6.764 -2.346  0.2930
H 1.289 -4.739 -2.468  0.3747
C 0.218 -11.319 -3.201  -0.3942
C 1.032 -10.516 -3.986  -0.3429
C 0.930 -9.134 -3.905  -0.4349
C 0.018 -8.556 -3.033  -0.2278
C -0.795 -9.359 -2.246  -0.4870
C -0.697 -10.741 -2.332  -0.3143
H 0.296 -12.397 -3.266  0.3499
H 1.748 -10.967 -4.662  0.3529
H 1.562 -8.507 -4.520  0.3836
H -0.058 -7.478 -2.966  0.4044
H -1.503 -8.908 -1.564  0.3639
H -1.333 -11.368 -1.720  0.3522
C 0.863 5.913 -3.570  -0.5923
C 1.865 6.534 -2.836  -0.3731
C 2.918 5.786 -2.328  -0.4717
C 2.974 4.419 -2.561  -0.4750
C 1.974 3.801 -3.300  -0.1690
C 0.917 4.546 -3.801  0.1161
H 0.037 6.496 -3.959  0.3809
H 1.822 7.600 -2.654  0.3687
H 3.694 6.267 -1.746  0.3722
H 3.793 3.834 -2.163  0.3451
H 2.016 2.734 -3.480  0.2670
H 0.133 4.059 -4.367  0.2386

[2]
Below is a structure of composition C44H67BBr2ClF2LiMgN6O17P, with properties calculated with ωB97M-V/def2-TZVPD.

Values from the calculation:
Largest force on an atom: 0.0843 hartree/bohr
Orbital gap: 2.93 eV
E: -9705.543859 a.u.
Total charge: +1

Each line ends with the Mulliken charge.
Element x y z (Å)
C -4.224 4.135 -0.094  -0.3916
C -4.794 4.450 -1.567  -0.7608
C -4.419 3.434 -2.717  1.7235
F -4.236 4.266 -3.912  -0.4833
C -5.432 2.176 -2.988  0.5657
O -5.312 1.313 -1.887  0.0229
C -4.324 0.375 -1.593  2.0171
C -5.072 -1.084 -1.477  -1.2033
C -4.504 -2.271 -2.361  -0.0162
C -3.847 -3.368 -1.355  -0.4688
F -2.952 -4.279 -2.038  -0.2939
C -2.875 0.375 -2.219  -0.6454
C -1.713 1.141 -1.338  0.8190
C -0.463 1.337 -2.379  -0.8660
N -0.190 2.800 -2.506  -0.1425
C 1.105 3.224 -1.898  -0.8756
C 1.248 2.986 -0.320  0.4207
C 0.132 3.110 0.743  -0.3220
C 0.452 2.795 2.255  -0.5242
C 1.862 2.356 2.713  -0.1679
C 3.000 2.246 1.666  -0.3741
C 2.680 2.548 0.174  -0.1409
O 3.789 2.403 -0.756  -0.6258
P -3.954 0.709 0.300  -0.5812
N -3.048 -0.701 0.934  -0.3363
O -5.420 0.702 1.191  -0.5401
C -5.084 1.673 -4.462  -0.5574
Cl -5.921 2.598 -5.857  -0.1569
C -5.304 0.129 -4.817  -0.1992
C -3.962 -0.547 -5.462  -1.1616
C -7.012 2.645 -2.820  -0.8720
Br -8.292 1.319 -3.677  -0.0681
Br -7.545 2.461 -0.869  0.0136
N -7.325 3.971 -3.399  0.1295
N -8.303 4.610 -2.578  -0.6133
H -4.271 5.143 0.477  0.5190
H -3.133 3.814 -0.062  -0.2922
H -4.949 3.444 0.446  0.1103
H -5.889 4.722 -1.432  -0.3084
H -4.285 5.454 -1.851  0.4727
H -3.345 3.059 -2.503  -0.5045
H -6.169 -0.918 -1.812  0.2218
H -5.157 -1.465 -0.400  0.4725
H -3.809 -2.005 -3.219  -0.2074
H -5.403 -2.822 -2.836  0.4647
H -4.738 -4.011 -0.999  0.2866
H -3.398 -2.901 -0.417  0.1295
H -2.771 0.875 -3.257  -0.2273
H -2.377 -0.659 -2.372  0.0714
H -1.997 2.194 -1.035  -0.9453
H -1.286 0.486 -0.511  0.4886
H 0.480 0.849 -1.910  0.1806
H -0.624 0.799 -3.372  0.4164
H -0.190 3.118 -3.485  0.2998
H 1.166 4.371 -2.052  0.3693
H 2.022 2.805 -2.468  0.2028
H -0.908 3.429 0.416  0.2862
H -0.390 2.879 3.017  0.3691
H 2.018 2.142 3.828  0.6765
H 4.046 1.931 1.983  0.2596
H 4.021 3.303 -1.085  0.3140
H -2.379 -0.268 1.599  0.0863
H -3.691 -1.289 1.487  0.3253
H -5.638 -0.198 1.531  0.3092
H -3.970 1.899 -4.676  0.4811
H -6.061 0.053 -5.690  0.6605
H -5.779 -0.508 -4.002  0.0132
H -3.005 0.006 -5.184  0.2270
H -3.916 -1.681 -5.263  0.3037
H -4.047 -0.461 -6.613  0.3663
H -7.827 3.806 -4.285  0.4100
H -7.883 5.480 -2.212  0.2089
H -9.052 4.941 -3.219  0.2620
B -0.934 -8.467 -1.639  1.1401
O -2.056 -8.699 -2.563  -0.4608
C -1.969 -7.783 -3.529  0.5686
O -2.736 -7.689 -4.452  -0.5633
C -0.805 -6.925 -3.285  0.7960
O -0.439 -5.993 -3.970  -0.7830
O -0.183 -7.311 -2.177  -0.5897
O -1.418 -8.190 -0.279  -0.4587
C -0.895 -9.123 0.524  0.5778
O -1.093 -9.186 1.710  -0.5828
C -0.059 -10.033 -0.264  0.5722
O 0.554 -10.979 0.158  -0.5628
O -0.073 -9.654 -1.547  -0.5493
C 0.021 3.852 6.695  -1.3260
C 1.521 3.800 6.581  0.8732
O 2.132 2.739 6.494  -0.6682
N 2.203 4.976 6.575  -0.1877
C 1.675 6.321 6.666  -0.8582
H -0.377 2.836 6.685  0.2577
H -0.268 4.327 7.634  0.4226
H -0.402 4.396 5.847  0.3566
H 3.203 4.858 6.496  0.2405
H 1.979 6.870 5.773  0.2812
H 2.111 6.801 7.545  0.2898
H 0.590 6.334 6.748  0.3397
C 5.101 -0.552 0.289  -0.7525
C 6.535 -0.767 0.776  0.2452
C 7.592 -0.087 -0.101  -1.2985
N 8.147 -0.920 -1.268  0.2893
C 9.340 -1.725 -0.790  -1.1307
C 7.151 -1.837 -1.965  -0.8006
C 6.394 -0.918 -2.897  -0.2660
C 7.466 0.012 -3.436  -0.6588
C 8.585 0.035 -2.397  -0.5372
H 4.821 -1.264 -0.485  0.2561
H 4.396 -0.694 1.115  0.5094
H 4.955 0.460 -0.097  -0.1285
H 6.739 -1.830 0.933  0.3941
H 6.592 -0.300 1.770  -0.1055
H 8.463 0.176 0.520  0.3331
H 7.199 0.848 -0.511  0.6167
H 9.009 -2.394 0.006  0.3474
H 10.102 -1.032 -0.430  0.4431
H 9.734 -2.299 -1.631  0.4429
H 7.726 -2.566 -2.543  0.5273
H 6.548 -2.376 -1.237  0.3705
H 5.638 -0.339 -2.366  -0.0366
H 5.886 -1.466 -3.693  0.5708
H 7.065 1.010 -3.624  0.3675
H 7.855 -0.360 -4.388  0.2802
H 8.768 1.027 -1.981  0.3259
H 9.514 -0.346 -2.828  0.3733
C 2.096 -1.400 5.453  -0.2239
C 1.298 -0.769 4.591  -0.0846
C 0.142 -1.450 3.978  0.1681
O -0.579 -0.869 3.193  -0.4699
C -0.100 -2.859 4.354  -0.5373
C 0.697 -3.492 5.215  -0.4758
C 1.856 -2.810 5.831  0.1408
O 2.583 -3.386 6.619  -0.5816
H 2.949 -0.915 5.912  0.5229
H 1.459 0.261 4.305  0.5157
H -0.954 -3.342 3.894  0.4696
H 0.535 -4.524 5.502  0.4641
Li 0.648 -4.826 -2.307  0.8863
C 1.602 -1.548 9.259  0.9257
O 2.757 -1.228 9.018  -0.3407
O 1.256 -2.445 10.051  -0.2817
O 0.590 -1.028 8.750  -0.2925
Mg 7.403 1.205 2.025  -0.0120

[3]
Below is a structure of composition C44H68N11O6ScSeSi, with properties calculated with ωB97M-V/def2-TZVPD.

Values from the calculation:
Largest force on an atom: 0.0299 hartree/bohr
Orbital gap: 7.70 eV
E: -6223.165349 a.u.
Total charge: 0
ΔE to the lowest compared entry with this formula, charge and spin: 26.0 kcal per mole

Each line ends with the Mulliken charge.
Element x y z (Å)
Sc 0.151 -0.848 -0.116  0.5811
O 0.989 -4.798 -0.597  -0.8092
C 0.728 -3.859 0.136  -0.2359
O 1.019 -2.613 -0.124  -0.5613
C 0.062 -4.103 1.483  -0.1756
C 0.621 -3.153 2.552  -0.0980
C 0.211 -3.606 3.953  -1.0115
C -1.294 -3.215 3.980  -1.0469
C -1.464 -2.601 2.591  -0.4219
O -0.187 -1.973 2.358  -0.2302
C -1.470 -3.707 1.518  -0.2882
C -1.976 -3.127 0.216  0.1195
O -2.789 -3.745 -0.452  -0.7327
O -1.518 -1.935 -0.063  1.6425
H 0.212 -5.147 1.733  0.4596
H 1.671 -2.905 2.451  0.5756
H 0.381 -4.674 4.100  0.3626
H 0.777 -3.055 4.702  0.3163
H -1.957 -4.072 4.118  0.3656
H -1.508 -2.483 4.758  0.3683
H -2.253 -1.864 2.493  0.7172
H -2.102 -4.548 1.771  0.8295
C 4.334 0.450 -3.261  -0.9091
N 4.496 -0.529 -2.196  0.8407
C 5.859 -1.029 -2.117  -1.3104
C 3.533 -0.949 -1.303  -0.9788
N 2.448 -0.281 -0.994  1.4598
C 2.457 1.118 -1.236  -0.4156
C 3.423 1.877 -0.626  -0.2415
C 3.584 3.246 -0.918  -1.4931
C 2.752 3.845 -1.816  -0.7567
C 1.688 3.116 -2.410  1.1363
C 0.807 3.787 -3.295  -0.8746
C -0.243 3.121 -3.850  -1.4208
C -0.448 1.762 -3.547  -0.0456
C 0.391 1.048 -2.717  0.1304
N 0.035 -0.306 -2.425  1.4369
C -0.432 -1.033 -3.413  -1.2085
N 0.142 -1.077 -4.645  0.6431
C -0.674 -1.091 -5.843  -1.1705
C 1.535 -0.738 -4.833  -0.7694
N -1.492 -1.845 -3.219  1.0955
C -2.675 -1.362 -2.500  -1.0681
C -1.594 -3.173 -3.809  -1.1869
C 1.505 1.731 -2.114  -0.6398
N 3.828 -2.189 -0.784  0.6446
C 3.732 -2.499 0.626  -0.9321
C 3.965 -3.322 -1.693  -1.0555
H 4.655 0.005 -4.207  0.4058
H 4.951 1.330 -3.068  0.3740
H 3.313 0.780 -3.364  0.1694
H 6.547 -0.181 -2.127  0.3785
H 6.099 -1.670 -2.969  0.3140
H 6.010 -1.591 -1.204  0.3807
H 4.086 1.385 0.078  0.5443
H 4.381 3.809 -0.445  0.3638
H 2.862 4.896 -2.065  0.3628
H 0.970 4.843 -3.491  0.3877
H -0.939 3.633 -4.507  0.3304
H -1.328 1.259 -3.938  0.6663
H -1.727 -1.153 -5.582  0.3289
H -0.420 -1.934 -6.488  0.3226
H -0.511 -0.166 -6.404  0.3506
H 2.072 -0.941 -3.910  -0.1426
H 1.676 0.312 -5.109  0.2718
H 1.948 -1.366 -5.625  0.5102
H -3.465 -1.128 -3.231  0.3568
H -2.444 -0.473 -1.923  -0.0360
H -3.040 -2.118 -1.813  0.2932
H -0.639 -3.467 -4.237  0.3843
H -2.366 -3.219 -4.587  0.3459
H -1.857 -3.880 -3.022  0.2453
H 4.737 -2.642 1.050  0.4975
H 3.169 -3.420 0.776  0.2831
H 3.249 -1.691 1.161  -0.1759
H 3.905 -2.976 -2.725  0.3148
H 3.150 -4.029 -1.524  0.2471
H 4.925 -3.837 -1.553  0.3072
C -6.905 1.242 0.777  -1.0362
N -6.433 0.280 -0.222  0.0651
C -5.926 0.948 -1.422  -0.7022
C -5.492 -0.633 0.354  0.2474
N -4.231 -0.445 0.215  0.0644
N -6.062 -1.654 1.085  0.2724
C -7.431 -2.125 0.895  -1.1946
C -5.159 -2.583 1.734  -1.0738
H -6.088 1.871 1.157  0.2219
H -7.356 0.715 1.621  0.3084
H -7.662 1.886 0.329  0.4193
H -5.015 1.519 -1.238  0.1539
H -5.710 0.201 -2.188  0.2323
H -6.706 1.613 -1.794  0.3466
H -3.697 -1.224 0.580  -0.6283
H -7.970 -1.431 0.263  0.4193
H -7.944 -2.206 1.857  0.3165
H -7.441 -3.112 0.419  0.3728
H -4.606 -3.200 1.016  0.3386
H -5.737 -3.235 2.386  0.3652
H -4.438 -2.042 2.353  0.3646
C 4.461 0.907 4.525  -0.9997
N 3.439 1.889 4.215  0.2504
C 2.337 1.664 3.447  0.0903
Se 1.861 0.131 2.585  -0.7096
N 1.628 2.814 3.472  0.3912
C 2.273 3.796 4.218  0.3867
C 1.966 5.116 4.494  -0.6797
C 2.865 5.821 5.285  -0.5404
C 4.024 5.219 5.777  -0.5911
C 4.327 3.893 5.491  -0.5567
C 3.428 3.199 4.701  0.3244
H 4.180 -0.028 4.052  0.2236
H 4.527 0.766 5.604  0.3569
H 5.430 1.232 4.143  0.3250
H 0.776 2.921 2.951  -0.4322
H 1.065 5.580 4.105  0.4303
H 2.663 6.858 5.520  0.3965
H 4.703 5.795 6.393  0.3863
H 5.231 3.427 5.868  0.4391
C -2.347 3.002 -0.621  -1.0819
Si -1.067 2.391 0.608  1.7034
C 0.216 3.774 0.701  -1.3011
C -1.953 2.250 2.254  -1.4151
O -0.375 0.977 0.255  -0.9324
H -2.171 4.051 -0.895  0.4862
H -3.354 2.925 -0.193  0.2708
H -2.328 2.407 -1.544  0.0441
H 0.002 4.505 1.497  0.4100
H 0.208 4.327 -0.245  0.3751
H 1.235 3.391 0.830  0.1456
H -2.267 3.226 2.651  0.4795
H -1.349 1.734 3.015  0.2814
H -2.855 1.642 2.091  0.1498